{
  "formula": "C23H32N2O2S",
  "method": "wB97M-V/def2-TZVPD",
  "lumo_energy_ev": 0.0,
  "homo_lumo_gap_ev": 7.9,
  "multiplicity": 1,
  "de_lowest_kj_mol": 267.62,
  "elements": ["O", "S", "O", "C", "C", "C", "N", "C", "C", "C", "C", "C", "N", "C", "C", "C", "C", "C", "C", "C", "C", "C", "C", "C", "C", "C", "C", "C", "H", "H", "H", "H", "H", "H", "H", "H", "H", "H", "H", "H", "H", "H", "H", "H", "H", "H", "H", "H", "H", "H", "H", "H", "H", "H", "H", "H", "H", "H", "H", "H"],
  "xyz": [[-2.151686, -0.722185, 0.875677], [-0.896122, -0.609012, 1.570082], [-0.768347, 0.428115, 2.560804], [0.422322, -0.420944, 0.327970], [0.026941, 0.707316, -0.636177], [0.260701, 2.090322, 0.022741], [-0.625331, 3.144848, -0.401792], [-1.996935, 2.994761, 0.045290], [-2.729270, 4.322155, -0.133662], [-2.696155, 4.737785, -1.600743], [-1.246978, 4.792951, -2.072215], [-0.566271, 3.449995, -1.817200], [0.645005, 0.626951, -1.943550], [0.017207, -0.298100, -2.865143], [0.465408, 0.025940, -4.288705], [1.982772, -0.078210, -4.395440], [2.619413, 0.820458, -3.341002], [2.083504, 0.455163, -1.958326], [-0.512440, -2.184928, 2.338282], [-0.958010, -3.358986, 1.718816], [-0.630574, -4.569888, 2.260630], [0.154629, -4.646556, 3.433025], [0.510151, -5.882019, 4.013226], [1.265573, -5.927920, 5.151788], [1.700659, -4.742154, 5.764820], [1.374162, -3.527850, 5.229019], [0.597094, -3.446643, 4.054619], [0.243205, -2.211040, 3.472590], [1.345614, -0.223619, 0.865049], [0.473428, -1.379602, -0.184261], [-1.052976, 0.600050, -0.789428], [1.283251, 2.422101, -0.179168], [0.139178, 1.979641, 1.102275], [-1.987283, 2.704265, 1.097925], [-2.537295, 2.211026, -0.514648], [-2.231660, 5.082678, 0.469701], [-3.758882, 4.222953, 0.213934], [-3.176131, 5.709815, -1.732415], [-3.245930, 4.006393, -2.198594], [-1.198115, 5.034879, -3.135850], [-0.716252, 5.567648, -1.516750], [0.483950, 3.497140, -2.112847], [-1.054817, 2.671681, -2.426987], [-1.067173, -0.191957, -2.785951], [0.273986, -1.349556, -2.635686], [0.155801, 1.044139, -4.528334], [-0.016835, -0.657393, -4.989882], [2.313958, 0.212921, -5.393782], [2.290894, -1.113329, -4.226573], [2.367133, 1.860717, -3.551058], [3.705955, 0.717483, -3.353556], [2.531413, 1.105346, -1.205367], [2.373520, -0.586442, -1.724991], [-1.570961, -3.270094, 0.835596], [-0.969679, -5.487481, 1.802399], [0.172746, -6.793030, 3.540481], [1.533508, -6.878299, 5.589041], [2.295684, -4.799116, 6.664135], [1.703090, -2.610818, 5.695111], [0.550252, -1.280463, 3.925055]],
  "atomic_forces_ev_per_a": [[-0.005, -0.316, -0.217], [0.368, -0.208, 0.099], [0.258, -0.050, 0.200], [-0.685, -0.045, 0.289], [-0.192, 0.358, 0.265], [-0.048, -0.262, -0.041], [0.004, -0.023, -0.101], [-0.066, 0.270, 0.245], [-0.146, -0.255, -0.151], [0.154, 0.199, 0.166], [-0.126, -0.244, -0.151], [0.069, 0.474, -0.022], [0.019, -0.163, 0.030], [-0.166, 0.156, -0.241], [0.066, -0.327, 0.085], [-0.091, 0.272, -0.024], [0.107, -0.311, 0.105], [0.146, 0.290, -0.107], [0.089, 0.667, -0.116], [-0.116, -0.376, -0.129], [-0.076, 0.211, -0.157], [0.106, 0.275, 0.163], [0.095, -0.120, 0.147], [-0.139, -0.153, -0.212], [0.045, 0.300, 0.047], [0.083, -0.098, 0.145], [-0.145, -0.291, -0.198], [-0.074, 0.201, -0.061], [0.132, -0.056, 0.108], [0.065, -0.128, -0.030], [0.111, 0.058, -0.104], [0.055, -0.102, 0.064], [0.126, 0.073, -0.046], [-0.025, -0.054, -0.023], [0.002, -0.042, 0.021], [-0.008, 0.020, 0.085], [-0.027, 0.020, 0.052], [-0.063, -0.031, -0.052], [-0.069, -0.014, -0.053], [0.036, 0.037, -0.026], [0.073, 0.051, -0.017], [-0.019, -0.083, -0.072], [0.044, -0.018, -0.047], [0.012, -0.034, 0.049], [-0.046, -0.012, 0.012], [-0.088, 0.037, -0.025], [-0.044, 0.019, -0.037], [0.040, -0.074, -0.022], [0.039, -0.060, -0.032], [0.040, 0.085, 0.028], [0.036, 0.047, -0.003], [0.025, -0.050, 0.031], [0.015, 0.019, 0.043], [-0.089, -0.111, -0.115], [-0.052, -0.067, -0.061], [-0.027, -0.096, -0.035], [0.001, -0.089, 0.009], [0.045, 0.035, 0.068], [0.047, 0.084, 0.069], [0.079, 0.102, 0.104]]
}